# 1
Formula: C9H15N2O2S
Source: the Open Molecules 2025 dataset
Level of theory: ωB97M-V/def2-TZVPD

Geometry (Å):
C: 1.427 -1.280 -1.695
C: -0.172 -1.368 -1.916
C: 1.706 -0.298 2.174
C: 2.994 -0.500 1.458
C: -0.267 2.863 -1.161
C: -3.385 -0.462 1.185
C: 0.447 1.750 -0.426
C: -2.474 -0.991 0.103
C: 1.078 -1.046 -0.274
N: -0.223 -1.277 -0.429
N: 1.762 -0.832 0.846
O: -0.512 2.744 0.317
O: -1.230 -1.238 0.507
S: -3.000 0.774 -0.053
H: 1.772 -2.251 -2.049
H: 1.981 -0.554 -2.186
H: -0.520 -0.386 -2.294
H: -0.565 -2.147 -2.473
H: 1.352 -1.029 2.894
H: 1.269 0.766 2.404
H: 3.550 0.312 1.187
H: 3.657 -1.476 1.751
H: 0.389 3.682 -1.355
H: -1.046 2.681 -1.911
H: -4.398 -0.949 1.390
H: -2.754 -0.065 2.098
H: 1.472 1.890 -0.041
H: -3.032 -1.605 -0.578
H: -1.277 2.294 0.532

Net charge: +1
Relative energy (zero: lowest compared OMol25 entry of this formula, charge and spin), kcal/mol: 178.9
Highest occupied orbital energy, eV: -10.865
Spin multiplicity: 1
Frontier orbital gap, eV: 8.47

# 2
Formula: C8H9Cl2N2S
Source: the Open Molecules 2025 dataset
Level of theory: ωB97M-V/def2-TZVPD

Geometry (Å):
C: -2.457 -0.620 -0.217
C: -1.323 -1.299 -0.576
C: -0.179 -0.474 -0.452
C: -0.473 0.812 -0.012
C: 2.122 -0.467 0.227
C: 0.426 1.905 0.114
C: -1.289 -2.722 -1.020
C: 0.218 2.927 1.156
N: 1.124 -0.946 -0.546
N: 2.067 0.656 0.808
S: -2.176 0.971 0.327
Cl: 3.492 -1.535 0.338
Cl: 1.302 2.385 -1.266
H: -3.460 -1.001 -0.238
H: -0.732 -2.828 -1.949
H: -0.823 -3.346 -0.256
H: -2.299 -3.086 -1.180
H: -0.693 3.484 0.923
H: 1.042 3.634 1.190
H: 0.073 2.470 2.132
H: 1.236 -1.876 -0.933
H: 2.802 0.958 1.428

Net charge: +1
Relative energy (zero: lowest compared OMol25 entry of this formula, charge and spin), kcal/mol: 0.0
Highest occupied orbital energy, eV: -12.818
Spin multiplicity: 1
Frontier orbital gap, eV: 7.82

# 3
Formula: C24H57N5O9S
Source: the Open Molecules 2025 dataset
Level of theory: ωB97M-V/def2-TZVPD

Geometry (Å):
O: 3.499 -4.540 4.547
C: 3.252 -3.657 3.793
O: 4.134 -2.812 3.169
C: 3.507 -1.550 3.314
O: 4.077 -0.542 3.582
C: 2.044 -1.840 3.145
S: 0.775 -0.709 2.682
C: 1.872 -3.124 3.421
O: 0.766 -3.855 3.439
H: 0.204 -0.431 3.869
H: 0.831 -4.515 2.745
C: -0.966 -3.309 -2.971
C: -0.145 -2.068 -2.630
C: 0.711 -2.198 -1.363
O: -0.001 -2.133 -0.141
C: -0.692 -3.310 0.219
N: -1.040 -0.908 -2.565
H: -1.867 -3.388 -2.365
H: -1.290 -3.268 -4.010
H: -0.381 -4.222 -2.839
H: 0.550 -1.907 -3.460
H: 1.398 -1.349 -1.338
H: 1.332 -3.105 -1.392
H: -0.134 -4.211 -0.062
H: -1.689 -3.338 -0.225
H: -0.819 -3.293 1.302
H: -0.482 -0.065 -2.464
H: -1.555 -0.965 -1.690
C: -4.448 4.255 -4.097
C: -3.152 3.549 -4.488
C: -2.924 2.206 -3.779
O: -2.535 2.291 -2.422
C: -3.576 2.580 -1.511
N: -2.029 4.471 -4.291
H: -4.366 4.769 -3.141
H: -4.698 5.013 -4.840
H: -5.283 3.553 -4.041
H: -3.219 3.328 -5.558
H: -2.095 1.699 -4.280
H: -3.798 1.548 -3.880
H: -4.513 2.096 -1.801
H: -3.727 3.657 -1.410
H: -3.275 2.201 -0.534
H: -1.182 4.050 -4.668
H: -1.852 4.524 -3.291
C: 1.896 3.626 4.022
C: 0.861 3.190 2.990
C: 0.480 4.274 1.972
O: -0.358 5.303 2.462
C: 0.286 6.289 3.246
N: -0.316 2.664 3.693
H: 1.460 4.227 4.818
H: 2.340 2.750 4.496
H: 2.701 4.199 3.559
H: 1.304 2.368 2.421
H: -0.094 3.796 1.174
H: 1.374 4.705 1.502
H: 1.289 6.511 2.871
H: 0.338 5.991 4.295
H: -0.315 7.197 3.191
H: -0.950 2.258 3.011
H: -0.833 3.456 4.065
C: -1.595 -7.190 7.627
C: -1.244 -6.128 6.590
C: -1.560 -6.528 5.141
O: -0.672 -7.469 4.566
C: -0.863 -8.812 4.968
N: 0.163 -5.751 6.755
H: -0.850 -7.982 7.677
H: -1.641 -6.741 8.619
H: -2.567 -7.644 7.420
H: -1.856 -5.249 6.813
H: -1.469 -5.634 4.519
H: -2.598 -6.877 5.039
H: -1.923 -9.047 5.097
H: -0.316 -9.032 5.887
H: -0.457 -9.451 4.183
H: 0.364 -4.958 6.152
H: 0.726 -6.504 6.368
C: 2.863 3.254 -4.850
C: 1.838 3.113 -5.973
C: 2.446 3.034 -7.380
O: 2.936 4.253 -7.900
C: 4.192 4.668 -7.399
N: 0.859 4.201 -5.857
H: 3.233 4.273 -4.754
H: 2.407 2.994 -3.895
H: 3.716 2.591 -5.006
H: 1.310 2.169 -5.807
H: 1.655 2.729 -8.069
H: 3.224 2.260 -7.432
H: 4.861 3.819 -7.234
H: 4.082 5.241 -6.476
H: 4.641 5.326 -8.142
H: 0.109 4.038 -6.524
H: 1.303 5.051 -6.193

Net charge: 0
Relative energy (zero: lowest compared OMol25 entry of this formula, charge and spin), kcal/mol: 25.7
Highest occupied orbital energy, eV: -8.936
SMILES string: O=C1OC(=O)C(S)=C1O.COC[C@@H](C)N.COC[C@@H](C)N.COC[C@@H](C)N.COC[C@@H](C)N.COC[C@@H](C)N
Spin multiplicity: 1
Frontier orbital gap, eV: 8.41

# 4
Formula: CH2N2O2
Source: the Open Molecules 2025 dataset
Level of theory: ωB97M-V/def2-TZVPD

Geometry (Å):
C: -0.037 0.472 0.889
N: -2.741 -1.142 0.287
N: -3.310 -0.240 -0.040
O: -3.835 0.761 -0.179
O: -0.765 0.839 0.016
H: 1.028 -0.005 0.782
H: -0.489 0.616 1.920

Net charge: 0
Relative energy (zero: lowest compared OMol25 entry of this formula, charge and spin), kcal/mol: 89.6
Highest occupied orbital energy, eV: -10.348
SMILES string: N#[N+][O-].C=O
Spin multiplicity: 1
Frontier orbital gap, eV: 11.12

# 5
Formula: C17H18N2O2
Source: the Open Molecules 2025 dataset
Level of theory: ωB97M-V/def2-TZVPD

Geometry (Å):
O: -3.713 -2.188 -1.132
N: -3.272 -1.083 -1.442
O: -2.776 -0.872 -2.584
C: -3.121 -0.081 -0.379
C: -3.983 -0.107 0.640
C: -3.945 0.606 1.843
C: -3.072 1.692 1.966
C: -2.236 1.888 0.594
C: -2.138 1.009 -0.473
C: -1.196 1.300 -1.436
N: -0.115 0.024 -1.758
H: -0.481 -0.552 -2.395
C: 0.422 -0.133 -0.527
C: 1.801 0.187 -0.289
C: 2.336 1.389 -1.153
C: 3.643 1.806 -0.635
C: 4.272 1.426 0.396
C: 3.854 0.277 1.133
C: 2.478 -0.326 0.649
C: 2.000 -1.498 1.590
C: 1.528 -2.414 0.432
C: 0.780 -2.009 -0.543
H: 1.176 -2.167 -1.599
H: -0.260 -2.464 -0.561
H: 0.915 -3.247 0.751
H: 2.274 -2.995 0.073
H: 2.663 -1.684 2.273
H: 1.100 -1.181 1.995
H: 4.486 -0.168 1.959
H: 5.264 1.711 0.576
H: 3.978 2.561 -1.460
H: 1.775 1.781 -1.971
H: -0.176 -0.208 0.393
H: -0.589 2.277 -1.103
H: -1.624 1.528 -2.361
H: -1.617 2.498 0.671
H: -3.192 2.422 2.419
H: -4.678 0.240 2.795
H: -4.563 -1.244 0.656

Net charge: 0
Relative energy (zero: lowest compared OMol25 entry of this formula, charge and spin), kcal/mol: 405.4
Highest occupied orbital energy, eV: -7.675
Spin multiplicity: 1
Frontier orbital gap, eV: 6.55

# 6
Formula: C4H8N2O
Source: the Open Molecules 2025 dataset
Level of theory: ωB97M-V/def2-TZVPD

Geometry (Å):
C: 1.385 0.381 1.393
N: 0.307 0.669 0.450
C: -0.274 -0.503 -0.187
C: -1.434 -0.034 -1.074
O: -2.414 0.576 -0.281
C: 0.732 -1.289 -0.940
N: 1.587 -1.840 -1.489
H: 1.955 1.299 1.557
H: 0.977 0.048 2.354
H: 2.080 -0.385 1.017
H: 0.657 1.290 -0.275
H: -0.690 -1.154 0.593
H: -1.893 -0.878 -1.595
H: -1.039 0.653 -1.842
H: -1.935 1.167 0.320

Net charge: 0
Relative energy (zero: lowest compared OMol25 entry of this formula, charge and spin), kcal/mol: 40.2
Highest occupied orbital energy, eV: -10.190
SMILES string: CN[C@H](C#N)CO
Spin multiplicity: 1
Frontier orbital gap, eV: 11.03

# 7
Formula: C4H8NO2
Source: the Open Molecules 2025 dataset
Level of theory: ωB97M-V/def2-TZVPD

Geometry (Å):
C: 1.433 0.836 1.024
C: -0.476 -0.576 1.755
C: -1.710 -0.878 0.972
C: -0.488 0.365 -0.310
N: 0.271 0.270 0.826
O: -1.615 -0.286 -0.194
O: -0.138 1.134 -1.326
H: 1.851 1.442 0.242
H: 1.952 0.687 1.951
H: -0.689 -0.048 2.693
H: 0.090 -1.479 2.014
H: -0.228 -0.638 -3.784
H: -2.571 -1.461 1.223
H: 0.222 -0.300 -3.241
H: -0.800 1.146 -2.036

Net charge: +1
Relative energy (zero: lowest compared OMol25 entry of this formula, charge and spin), kcal/mol: 111.2
Highest occupied orbital energy (spin up / spin down), eV: -12.601 / -12.538
Spin multiplicity: 1
Frontier orbital gap (spin up / spin down), eV: 7.60 / 8.06

# 8
Formula: C2H11NO2S2
Source: the Open Molecules 2025 dataset
Level of theory: ωB97M-V/def2-TZVPD

Geometry (Å):
N: 2.734 -0.177 0.596
C: 1.630 0.928 0.661
C: 0.393 0.592 1.526
S: -0.589 2.073 1.739
S: -2.197 1.162 2.660
H: 3.670 0.342 0.799
H: 2.657 -0.648 -0.278
H: 2.332 1.722 0.830
H: 1.057 1.106 -0.361
H: -0.296 -0.123 1.119
H: 0.829 0.298 2.540
H: -1.646 -0.092 2.573
H: -1.081 -2.260 -1.546
H: -0.577 -1.712 -2.729
O: -0.274 -2.280 -2.022
H: -2.396 0.427 -2.697
H: -3.563 -0.849 -2.543
O: -2.683 -0.508 -2.866

Net charge: 0
Relative energy (zero: lowest compared OMol25 entry of this formula, charge and spin), kcal/mol: 44.7
Highest occupied orbital energy, eV: -8.183
SMILES string: NCCSS.O.O
Spin multiplicity: 1
Frontier orbital gap, eV: 8.47

spin multiplicity of number 1 (C9H15N2O2S)? 1

The highest relative energy (zero: lowest compared OMol25 entry of this formula, charge and spin) belongs to which entry? C17H18N2O2